(1)
C3H5NO2 in the gas phase, computed with the ωB97M-V functional and the def2-TZVPD basis.

Element x y z (Å)
1 O -2.2974 0.0856 -1.2261
2 C -1.2062 0.0773 -0.7257
3 N -0.8721 0.1515 0.6130
4 C 0.4798 -0.3516 0.7802
5 C 1.0223 0.2514 -0.5018
6 O -0.0381 -0.0053 -1.4297
7 H -1.6043 0.0504 1.2945
8 H 0.9712 0.0160 1.6821
9 H 0.5174 -1.4513 0.7585
10 H 1.9518 -0.1597 -0.8924
11 H 1.0757 1.3358 -0.3525

Atoms 1-6, force components in eV/Å:
0.36 0.03 0.15
-0.31 0.04 0.03
-0.27 -0.12 -0.01
0.12 0.00 0.07
0.18 0.01 0.12
-0.19 0.11 -0.12

Results
SMILES: O=C1NCCO1
ΔE to the lowest compared entry with this formula, charge and spin, kJ/mol: 25.32
Frontier orbital gap, eV: 11.0
Net charge: 0

---

(2)
2 unconnected molecules or ions with the total composition C2H2NOS2 in a non-equilibrium geometry, computed with the ωB97M-V functional and the def2-TZVPD basis.

Element x y z (Å)
1 C 0.5696 1.2721 -0.2539
2 C -1.4768 -0.1076 -0.1644
3 N -0.7162 0.8276 -0.2884
4 O 0.8377 2.4389 -0.1424
5 S 1.4500 -1.7289 0.0953
6 S -2.5474 -1.2122 0.0103
7 H 1.4635 0.5621 -0.1694
8 H 0.4196 -2.0520 0.9130

Atoms 1-6, force components in eV/Å:
2.99 0.29 0.90
2.23 1.67 -0.19
-2.30 -1.59 -0.11
-0.50 1.13 -0.27
-0.06 -0.62 0.24
-0.73 -0.59 0.05

Results
ΔE to the lowest compared entry with this formula, charge and spin, kJ/mol: 119.06
Frontier orbital gap, eV: 6.2
Net charge: -1

---

(3)
A molecular structure, C2HO4 in a non-equilibrium geometry, computed with the ωB97M-V functional and the def2-TZVPD basis.

Element x y z (Å)
1 C -1.1458 -0.2629 -0.0171
2 C 1.3720 0.2933 -0.0599
3 O 1.6017 -0.0645 1.0304
4 O -1.4632 0.8299 0.4212
5 O 1.5629 1.0104 -0.9928
6 O -0.0608 -0.7402 -0.4486
7 H -1.8670 -1.0660 0.0668

Atoms 1-6, force components in eV/Å:
-0.58 -0.58 0.82
-1.07 0.89 -1.29
1.21 -0.34 1.67
0.38 0.78 -0.15
0.41 -0.21 0.01
0.79 0.13 -0.86

Results
ΔE to the lowest compared entry with this formula, charge and spin, kJ/mol: 6.61
Frontier orbital gap, eV: 9.3
Net charge: -1

---

(4)
A molecular structure, C23H19Cl5N4NiO4S, computed with the ωB97M-V functional and the def2-TZVPD basis.

Element x y z (Å)
1 Ni -0.1479 -0.2290 0.2915
2 O 1.7507 -0.2312 -0.3063
3 N 2.2901 -1.3773 -0.4459
4 N 1.5286 -2.3497 -0.1567
5 O 0.2930 -2.1556 0.2557
6 C 2.0168 -3.6925 -0.2469
7 C 3.3831 -3.9330 -0.2344
8 C 3.8232 -5.2418 -0.3250
9 C 2.9134 -6.2884 -0.4114
10 C 1.5536 -6.0251 -0.4101
11 C 1.0937 -4.7200 -0.3313
12 H 4.0779 -3.1118 -0.1556
13 H 4.8845 -5.4444 -0.3163
14 H 3.2673 -7.3072 -0.4720
15 H 0.8374 -6.8320 -0.4672
16 H 0.0372 -4.5095 -0.3352
17 Cl -3.5855 5.8659 0.0937
18 C -2.9359 4.3036 -0.2191
19 C -1.8042 3.8618 0.4596
20 Cl -1.0349 4.8690 1.6216
21 C -1.2964 2.6012 0.1970
22 Cl 0.1321 2.0379 1.0232
23 C -1.8577 1.7165 -0.7433
24 O -1.3865 0.5403 -0.9926
25 C -3.0065 2.2024 -1.4072
26 Cl -3.7528 1.1396 -2.5432
27 C -3.5307 3.4575 -1.1567
28 Cl -4.9371 3.9764 -2.0009
29 C -5.8726 -1.5107 -2.1625
30 C -5.1827 -2.7157 -1.5432
31 C -3.6883 -2.5102 -1.2997
32 N -3.3866 -1.6847 -0.1328
33 C -2.6174 -1.9547 0.9077
34 S -2.0185 -0.7002 1.8920
35 N -2.2087 -3.2412 1.1887
36 C -2.8684 -4.4687 1.2152
37 O -2.2187 -5.4842 1.1133
38 C -4.3271 -4.4913 1.5121
39 C -4.9254 -3.5395 2.3314
40 C -6.2778 -3.6355 2.6202
41 C -7.0285 -4.6752 2.0892
42 C -6.4258 -5.6367 1.2896
43 C -5.0726 -5.5533 1.0116
44 H -6.9320 -1.7115 -2.3158
45 H -5.4358 -1.2557 -3.1283
46 H -5.7990 -0.6333 -1.5230
47 H -5.2897 -3.5839 -2.1971
48 H -5.6714 -2.9725 -0.6074
49 H -3.2428 -1.9836 -2.1496
50 H -3.1600 -3.4570 -1.1956
51 H -3.5564 -0.6908 -0.2474
52 H -1.2229 -3.2840 1.4351
53 H -4.3404 -2.7369 2.7590
54 H -6.7437 -2.9015 3.2620
55 H -8.0850 -4.7428 2.3089
56 H -7.0106 -6.4521 0.8885
57 H -4.5789 -6.3007 0.4071

Atoms 1-6, force components in eV/Å:
-0.05 -0.45 0.18
-0.03 -0.01 0.02
0.11 -0.03 -0.10
0.01 0.26 -0.02
-0.26 -0.03 0.01
-0.01 -0.01 -0.01

Results
ΔE to the lowest compared entry with this formula, charge and spin, kJ/mol: 0.00
Frontier orbital gap (alpha / beta), eV: 7.9 / 7.8
Net charge: 0
Multiplicity: 3

---

(5)
2 unconnected molecules or ions with the total composition C8H19ClO4PS2 in a non-equilibrium geometry, computed with the ωB97M-V functional and the def2-TZVPD basis.

Element x y z (Å)
1 C -2.4969 1.1618 2.3152
2 C -1.4077 0.1060 2.3112
3 C -0.2755 0.2179 1.1245
4 P -0.2159 -1.5050 0.2257
5 S -0.2922 -3.3626 -0.9250
6 C 0.7276 -2.3382 1.6625
7 C 2.2707 -2.7777 1.2880
8 C 2.9969 -3.1431 2.7464
9 Cl 4.2626 -1.8119 3.1267
10 H -2.0990 2.2783 2.2920
11 H -3.6305 0.8585 2.3305
12 H -1.4087 -0.6965 3.1671
13 H -0.6725 0.9881 0.3280
14 H 0.7962 0.4553 1.5309
15 H 1.0273 -1.1264 -0.4595
16 H -1.0356 -0.8978 -0.8225
17 H -1.4581 -1.8852 0.9101
18 H 0.2726 -3.0735 -2.2081
19 H 0.7850 -1.5995 2.5938
20 H 0.1057 -3.3162 1.9476
21 H 2.3460 -3.7604 0.6422
22 H 2.8155 -1.9215 0.7042
23 H 2.1904 -3.0675 3.6232
24 H 3.4274 -4.2306 2.7852
25 C 0.0694 2.8869 -3.6943
26 C -1.0387 3.9317 -3.7966
27 O -2.0869 3.4471 -2.9605
28 S -1.4325 2.6220 -1.7149
29 O -1.3587 3.5091 -0.5752
30 O -2.0483 1.3167 -1.6577
31 O 0.0677 2.4618 -2.3325
32 H -0.1493 2.0176 -4.3228
33 H 1.0471 3.2942 -3.9654
34 H -1.3930 4.0639 -4.8217
35 H -0.7082 4.8969 -3.3987

Atoms 1-6, force components in eV/Å:
2.79 -2.40 0.18
-1.84 3.50 -0.53
-0.46 1.32 2.19
-0.81 2.16 0.34
0.50 -1.65 -2.16
1.35 -1.37 0.93

Results
Frontier orbital gap, eV: 5.9
Net charge: -1

---

(6)
A molecular structure, C44H77FN2O11S2 in a non-equilibrium geometry, computed with the ωB97M-V functional and the def2-TZVPD basis.

Element x y z (Å)
1 C -2.1457 10.5138 -0.8198
2 C -0.8509 9.8783 -0.3712
3 F -0.4433 10.4827 0.8170
4 C -0.8374 8.3780 -0.1534
5 C 0.2536 7.6133 -0.4305
6 S 1.7526 8.2650 -1.1565
7 C 1.2885 8.3518 -2.8557
8 O 2.0261 9.5863 -0.6641
9 O 2.7695 7.2543 -1.0190
10 C 0.3126 6.2073 -0.2136
11 C -0.7346 5.5005 0.2574
12 C -0.6878 4.0069 0.3967
13 C -0.4345 3.3565 -0.9844
14 C 0.3791 1.9617 -0.9792
15 O -1.1549 2.3207 -1.3673
16 C -1.8950 6.2434 0.5645
17 N -3.0332 5.7351 1.0527
18 S -4.0244 6.9630 1.2614
19 N -3.1268 8.1700 0.7583
20 C -1.9463 7.6585 0.3767
21 H -2.3482 10.2797 -1.8632
22 H -2.0088 11.5919 -0.7578
23 H -2.9936 10.2499 -0.2064
24 H -0.1015 10.1150 -1.1211
25 H 1.1602 7.3339 -3.2105
26 H 2.0496 8.8912 -3.4060
27 H 0.3244 8.8462 -2.9169
28 H 1.2337 5.6991 -0.4522
29 H 0.1268 3.7192 1.0501
30 H -1.6320 3.6168 0.7622
31 H -0.1856 4.0523 -1.7936
32 H 0.2707 1.0003 -1.4908
33 H 1.0241 2.3723 -1.8122
34 C -2.0658 -2.6470 -1.2931
35 C -1.2962 -3.4742 -2.3142
36 C -0.2760 -2.4711 -2.8272
37 O 0.0116 -1.5984 -1.7299
38 C -0.9497 -1.8065 -0.6920
39 H -2.5861 -3.2499 -0.5501
40 H -2.8005 -2.0101 -1.7918
41 H -0.7904 -4.2998 -1.8128
42 H -1.9205 -3.8849 -3.1065
43 H -0.6742 -1.8788 -3.6590
44 H 0.6529 -2.9423 -3.1519
45 H -0.4572 -2.3419 0.1282
46 H -1.2929 -0.8388 -0.3221
47 C 3.4733 -3.4647 1.5363
48 C 3.2417 -4.8359 2.1738
49 C 1.8324 -5.1613 1.6989
50 O 1.6835 -4.5367 0.4207
51 C 2.7673 -3.6292 0.1977
52 H 4.5236 -3.1987 1.4276
53 H 2.9838 -2.6883 2.1286
54 H 3.9478 -5.5671 1.7754
55 H 3.3282 -4.8368 3.2596
56 H 1.0800 -4.7461 2.3815
57 H 1.6596 -6.2329 1.6006
58 H 3.4362 -4.0627 -0.5542
59 H 2.3670 -2.6912 -0.1902
60 C 0.1728 10.3481 -7.7829
61 C -0.9757 11.1196 -7.1348
62 C -1.3165 10.2237 -5.9512
63 O -0.0939 9.5959 -5.5601
64 C 0.9041 9.8057 -6.5623
65 H 0.8115 10.9615 -8.4159
66 H -0.2188 9.5266 -8.3863
67 H -0.6251 12.0926 -6.7849
68 H -1.8248 11.2814 -7.7966
69 H -2.0369 9.4483 -6.2346
70 H -1.7191 10.7751 -5.1003
71 H 1.6367 10.5280 -6.1863
72 H 1.4159 8.8620 -6.7541
73 C 1.4271 -9.0818 4.6607
74 C 1.5368 -10.2193 3.6465
75 C 1.9404 -9.4659 2.3852
76 O 2.7093 -8.3447 2.8179
77 C 2.5769 -8.1800 4.2368
78 H 1.5124 -9.4033 5.6973
79 H 0.4725 -8.5643 4.5407
80 H 2.3267 -10.9130 3.9424
81 H 0.6155 -10.7862 3.5199
82 H 1.0586 -9.1055 1.8413
83 H 2.5435 -10.0660 1.7026
84 H 3.5101 -8.4773 4.7171
85 H 2.3977 -7.1280 4.4599
86 C -1.5156 -8.4446 -1.2914
87 C -2.4213 -8.3668 -2.5195
88 C -3.4786 -7.3721 -2.0580
89 O -2.8244 -6.4794 -1.1553
90 C -1.5391 -7.0020 -0.8055
91 H -0.5086 -8.7962 -1.5100
92 H -1.9537 -9.1062 -0.5409
93 H -1.8669 -7.9630 -3.3694
94 H -2.8461 -9.3251 -2.8143
95 H -4.2932 -7.8775 -1.5278
96 H -3.9076 -6.7936 -2.8772
97 H -0.7686 -6.4076 -1.3055
98 H -1.3970 -6.9109 0.2720
99 C 5.6941 -6.3552 8.0949
100 C 5.4366 -7.7131 8.7461
101 C 4.0306 -8.0276 8.2512
102 O 3.9148 -7.4187 6.9639
103 C 5.0116 -6.5287 6.7446
104 H 6.7497 -6.1057 8.0020
105 H 5.2052 -5.5646 8.6676
106 H 6.1459 -8.4521 8.3675
107 H 5.5060 -7.6998 9.8324
108 H 3.2710 -7.6000 8.9144
109 H 3.8413 -9.0976 8.1544
110 H 5.6901 -6.9779 6.0110
111 H 4.6308 -5.5931 6.3338
112 C -3.0487 4.2261 -4.9091
113 C -3.5846 5.6537 -5.0233
114 C -2.8870 6.3392 -3.8537
115 O -1.6298 5.6787 -3.6960
116 C -1.6128 4.4785 -4.4760
117 H -3.1142 3.6539 -5.8327
118 H -3.5889 3.6831 -4.1310
119 H -3.2678 6.1004 -5.9682
120 H -4.6695 5.7215 -4.9610
121 H -3.4639 6.2281 -2.9284
122 H -2.7082 7.4020 -4.0241
123 H -0.9555 4.6293 -5.3392
124 H -1.2055 3.6695 -3.8669
125 C -2.2931 -2.9613 3.2218
126 C -2.9509 -1.6002 3.0145
127 C -2.3327 -0.7837 4.1424
128 O -1.0269 -1.3219 4.3553
129 C -0.8892 -2.5595 3.6559
130 H -2.2950 -3.5880 2.3304
131 H -2.7986 -3.5053 4.0229
132 H -2.6586 -1.1876 2.0459
133 H -4.0386 -1.6269 3.0589
134 H -2.9114 -0.8854 5.0673
135 H -2.2443 0.2769 3.9054
136 H -0.2366 -2.4049 2.7887
137 H -0.4190 -3.2899 4.3160

Atoms 1-6, force components in eV/Å:
0.00 0.27 0.03
-0.10 -0.04 -0.23
-0.07 -0.04 0.09
-0.16 0.36 -0.07
0.44 -0.33 0.04
0.48 0.06 -0.06

Results
Frontier orbital gap, eV: 7.9
Net charge: 0

---

no.,total energy (Eh)
1,-322.5647
2,-1003.8054
3,-377.8676
4,-5615.2819
5,-2214.8275
6,-3555.8336